[1]
Molecular formula: C49H130N10O14
Method: DFT, ωB97M-V with the def2-TZVPD basis set

Element x y z (Å)
C1 1.18622 0.55547 -0.17181
C2 0.96869 -0.74883 -0.92025
C3 -0.33066 -1.44241 -0.53185
O1 0.87250 -0.56743 -2.31128
H1 1.17784 0.49692 0.91659
H2 0.37682 1.22842 -0.45482
H3 2.06820 1.08732 -0.52867
H4 1.71288 -1.47867 -0.60149
H5 -0.27668 -1.69783 0.52643
H6 -0.41306 -2.41172 -1.02352
H7 -1.21484 -0.82390 -0.68597
H8 0.77597 -1.44718 -2.68323
C4 -11.03445 0.58440 1.32595
O2 -9.94759 0.74190 2.23914
C5 -8.84872 0.01534 1.84970
C6 -7.95890 0.65573 0.78285
N1 -6.69762 -0.00012 0.58672
C7 -5.80229 0.66831 -0.34400
C8 -4.58589 -0.20677 -0.82387
O3 -5.03394 -1.36656 -1.57556
C9 -3.93207 -2.34181 -1.74056
H9 -11.93147 0.89879 1.85946
H10 -11.15975 -0.45021 1.00660
H11 -10.89347 1.18450 0.42701
H12 -9.13467 -1.00638 1.59989
H13 -8.27731 -0.19274 2.75429
H14 -7.69593 1.68124 1.04219
H15 -8.49731 0.63184 -0.16459
H16 -6.78849 -0.95002 0.25576
H17 -5.39620 1.58257 0.08881
H18 -6.41417 0.91014 -1.21302
H19 -3.87625 -0.50908 -0.05373
H20 -4.02336 0.45802 -1.47939
H21 -4.30571 -3.12782 -2.39682
H22 -3.58199 -2.71392 -0.77771
H23 -3.02618 -1.95178 -2.20460
C10 2.64832 -8.87018 -2.39155
O4 1.97930 -8.67431 -1.14789
C11 2.69610 -8.95168 0.04884
C12 1.89366 -8.63993 1.29895
N2 1.15289 -7.34680 1.16175
C13 0.30331 -6.96744 2.26854
C14 -0.36832 -5.64479 1.76417
O5 -1.55013 -5.90123 1.12570
C15 -1.94284 -4.86835 0.27241
H24 3.42152 -8.11393 -2.52689
H25 1.98900 -8.74368 -3.25025
H26 3.04324 -9.88372 -2.46138
H27 3.64442 -8.42117 -0.03695
H28 2.98778 -10.00186 0.06068
H29 2.49293 -8.62910 2.20937
H30 1.17918 -9.45940 1.37704
H31 0.67191 -7.29764 0.27499
H32 0.87198 -6.67648 3.15176
H33 -0.48855 -7.65050 2.57593
H34 0.26117 -5.04230 1.10932
H35 -0.59666 -5.05880 2.65444
H36 -1.91474 -3.88889 0.74988
H37 -2.99936 -4.94682 0.01605
H38 -1.28404 -4.85159 -0.59579
C16 -1.96180 1.38329 1.47196
O6 -3.02522 2.30524 1.60125
C17 -3.22142 2.91452 2.90292
C18 -4.60618 3.64886 2.89370
N3 -4.93906 4.61469 1.79270
C19 -3.96355 5.76815 1.81859
C20 -4.38738 6.88591 0.91693
O7 -4.22108 6.36322 -0.39490
C21 -4.77801 7.22869 -1.40378
H39 -2.00490 0.49705 2.10507
H40 -1.04465 1.96886 1.53561
H41 -1.90147 1.15378 0.40810
H42 -2.45804 3.66589 3.10486
H43 -3.17171 2.14854 3.67682
H44 -4.85077 4.10432 3.85330
H45 -5.39244 2.90526 2.76345
H46 -4.84992 4.31143 0.83344
H47 -3.03813 5.35972 1.41254
H48 -3.85660 6.07496 2.85903
H49 -3.73369 7.73857 1.10065
H50 -5.43304 7.09607 1.14175
H51 -4.43582 8.26355 -1.39651
H52 -5.86060 7.18807 -1.28358
H53 -4.62410 6.83115 -2.40697
C22 0.04180 -6.61869 -3.28794
C23 0.39374 -5.31948 -3.99498
C24 -0.10654 -4.09468 -3.19373
O8 0.56002 -2.89263 -3.68567
C25 0.12627 -2.45894 -4.94137
N4 1.80997 -5.21845 -4.35302
H54 0.78625 -6.76861 -2.50602
H55 0.12323 -7.38654 -4.05727
H56 -0.96186 -6.56790 -2.86580
H57 -0.16803 -5.36011 -4.92819
H58 0.21978 -4.32551 -2.17967
H59 -1.18033 -3.95628 -3.06750
H60 -0.95830 -2.35303 -4.96549
H61 0.50369 -3.02348 -5.79399
H62 0.52776 -1.47732 -5.19306
H63 2.37660 -5.09351 -3.52632
H64 1.86294 -4.31309 -4.79757
C26 1.35923 1.24898 -6.13235
C27 0.84506 2.17541 -5.06474
C28 0.21678 3.56545 -5.42863
O9 1.06177 4.28590 -6.24524
C29 0.65454 5.60426 -6.62148
N5 -0.12375 1.46733 -4.26588
H65 0.65458 0.59803 -6.64985
H66 2.11184 0.59853 -5.68668
H67 1.91327 1.80251 -6.89046
H68 1.69068 2.43012 -4.42587
H69 -0.05990 4.16384 -4.56059
H70 -0.65460 3.39899 -6.06196
H71 1.46688 6.05413 -7.19229
H72 0.39949 6.29620 -5.81881
H73 -0.18634 5.63226 -7.31447
H74 0.40127 0.69565 -3.87988
H75 -0.25124 2.07525 -3.46947
C30 4.07097 2.79630 4.76169
C31 3.12745 1.55534 4.57021
C32 2.16369 1.58946 3.36918
O10 1.34574 2.78228 3.21091
C33 0.23126 2.62972 4.06748
N6 3.89218 0.27222 4.72639
H76 4.57606 2.72107 5.72467
H77 3.52341 3.73852 4.73945
H78 4.84749 2.67336 4.00672
H79 2.50508 1.61584 5.46302
H80 1.54707 0.69336 3.29929
H81 2.74678 1.60775 2.44844
H82 -0.39705 1.78389 3.78837
H83 -0.36142 3.54450 4.07202
H84 0.54086 2.42882 5.09310
H85 4.65158 0.36543 5.38573
H86 3.28846 -0.44034 5.11096
C34 4.97706 -1.12769 0.55079
C35 5.97187 -0.89262 1.72203
C36 6.28831 0.61234 1.87094
O11 7.22058 0.84087 2.90956
C37 7.93563 2.02892 2.82895
N7 5.43896 -1.56617 2.94749
H87 4.20603 -0.35736 0.56421
H88 4.55239 -2.13132 0.57320
H89 5.35295 -1.08061 -0.47127
H90 6.85144 -1.47851 1.45527
H91 5.46612 1.32333 1.95214
H92 6.63687 0.91116 0.88234
H93 8.60514 2.04117 3.68902
H94 7.23219 2.85460 2.93635
H95 8.49974 2.16575 1.90637
H96 4.67018 -0.97469 3.22894
H97 6.06408 -1.24676 3.67365
C38 -0.84427 -1.75535 4.59947
C39 -0.02066 -3.00393 4.87329
C40 1.32196 -2.95009 4.20665
O12 1.16834 -3.10764 2.81957
C41 2.32732 -3.01871 1.93573
N8 0.00103 -3.30163 6.35610
H98 -0.27381 -0.88118 4.91331
H99 -1.74150 -1.93116 5.19291
H100 -1.17072 -1.65904 3.56397
H101 -0.54442 -3.79257 4.33306
H102 2.01967 -3.75889 4.42378
H103 1.81494 -2.05914 4.59562
H104 2.69396 -1.99322 1.89055
H105 1.99573 -3.36418 0.95654
H106 3.17646 -3.61564 2.26851
H107 -0.95727 -3.09703 6.60083
H108 0.06558 -4.30925 6.38128
C42 -2.99618 3.87003 -3.09648
C43 -2.66657 3.22044 -1.76706
C44 -1.37213 3.90275 -1.28936
O13 -0.21429 3.45280 -2.01775
C45 1.00602 3.99091 -1.47053
N9 -3.76076 3.32533 -0.84197
H109 -3.13858 4.93487 -2.91227
H110 -3.97968 3.60390 -3.48377
H111 -2.18864 3.84615 -3.82819
H112 -2.47542 2.16326 -1.95123
H113 -1.33979 3.60180 -0.24223
H114 -1.53731 4.97593 -1.19408
H115 1.11679 4.00007 -0.38621
H116 1.10245 5.03047 -1.78376
H117 1.81063 3.48713 -2.00618
H118 -3.49585 2.87882 0.02436
H119 -3.95727 4.29443 -0.63620
C46 5.30173 4.30551 0.63211
C47 5.68685 3.55034 -0.63163
C48 4.55990 2.62510 -1.14310
O14 5.10804 1.96711 -2.26258
C49 4.24436 0.96180 -2.82725
N10 6.04507 4.46397 -1.69437
H120 6.19544 4.81679 0.98984
H121 4.86592 3.68315 1.41367
H122 4.60015 5.09990 0.37748
H123 6.60264 3.00022 -0.41534
H124 3.64795 3.17366 -1.37872
H125 4.35826 1.85603 -0.39747
H126 4.75718 0.51300 -3.67795
H127 3.26497 1.29729 -3.16834
H128 4.05315 0.18795 -2.08382
H129 6.50762 3.81295 -2.31270
H130 5.13666 4.72536 -2.05015

HOMO level (spin up / spin down)   -0.354 / -0.354 Eh
2S+1   2
E_tot   -3545.14261 a.u.
Total charge   +1
Frontier orbital gap (spin up / spin down)   7.215 / 1.917 eV

Mulliken population analysis, charges in e, atoms 1 to 8: 1.504 0.873 1.216 0.028 -0.222 -0.956 -0.613 -0.442

---

[2]
Molecular formula: C2H4F3P
Method: DFT, ωB97M-V with the def2-TZVPD basis set

Element x y z (Å)
C1 -1.05677 0.55765 -1.17028
C2 1.50720 -0.54702 0.99619
F1 1.50409 -0.53391 2.33771
F2 2.07284 0.57892 0.53718
F3 2.19618 -1.61238 0.56234
P1 -1.48380 -0.89556 -0.10910
H1 -0.64815 0.21982 -2.11901
H2 -0.31483 1.17794 -0.66675
H3 -1.93729 1.16742 -1.36761
H4 -1.83949 -0.11288 0.99933

HOMO level (spin up / spin down)   -0.371 / -0.318 Eh
Relative energy (zero: lowest compared OMol25 entry of this formula, charge and spin)   83.7 kcal/mol
E_tot   -719.43983 a.u.
Frontier orbital gap (spin up / spin down)   9.093 / 7.652 eV

Mulliken population analysis, charges in e, atoms 1 to 8: -0.814 0.442 -0.197 -0.188 -0.189 0.049 0.293 0.239

---

[3]
Molecular formula: C4H14N3PS
Method: DFT, ωB97M-V with the def2-TZVPD basis set

Element x y z (Å)
C1 -1.74844 -1.12127 0.36208
C2 0.16748 -2.28079 1.49396
C3 1.09124 2.20824 0.97669
C4 -0.16804 2.21500 -1.11207
N1 -0.14846 -0.74650 -2.31844
N2 -0.34184 -1.26410 0.67036
N3 0.63182 1.42449 -0.17357
P1 0.79476 -0.27174 -0.16074
S1 2.64712 -0.85939 0.03288
H1 -2.04780 -2.11540 0.08798
H2 -2.30667 -0.73484 1.12040
H3 -1.88013 -0.48321 -0.49492
H4 1.15436 -2.54734 1.10170
H5 0.03791 -2.00114 2.48071
H6 -0.53991 -3.24220 1.50833
H7 0.86800 3.26103 0.82422
H8 0.52406 1.96273 1.87543
H9 2.13262 2.06511 1.24542
H10 -0.74812 1.41879 -1.67912
H11 -0.75582 2.95705 -0.57679
H12 0.40826 2.64002 -1.89976
H13 -0.34050 -1.82768 -2.34737
H14 0.56811 -0.65687 -3.01739

HOMO level   -0.307 Eh
Relative energy (zero: lowest compared OMol25 entry of this formula, charge and spin)   42.8 kcal/mol
E_tot   -1064.53180 a.u.
Frontier orbital gap   8.758 eV

Mulliken population analysis, charges in e, atoms 1 to 8: -1.122 -0.966 -1.072 -0.953 -0.727 0.178 0.132 0.321

---

> Which of these has the highest E_tot?

C2H4F3P